Here is a structure of composition C30H23Cl2N9O5RhS from the Open Molecules 2025 dataset. Energies are from wB97M-V/def2-TZVPD.

Geometry (Å):
1 Rh -0.58079 -0.24093 -1.92744
2 H -0.56019 3.43957 4.57226
3 C 3.86361 -2.39433 1.05106
4 C -0.00899 4.47417 0.88366
5 C -5.15079 -0.07993 -2.17554
6 O -0.78329 -2.05073 -3.16554
7 N 3.73901 -0.65963 -1.76514
8 O 0.61141 0.14857 0.34296
9 H 3.34121 -1.81023 4.84356
10 N -0.35609 1.91047 -2.53124
11 C 4.29731 -3.34103 1.97386
12 C 3.24421 -1.24173 1.50376
13 N 1.87341 0.32577 4.53956
14 N -2.83289 -0.44033 -2.53794
15 C -2.12709 -3.98733 -3.04814
16 C -4.35279 -2.31763 -2.51554
17 C 0.68711 3.40487 1.42606
18 O 1.94541 1.10187 2.49856
19 H 1.31401 -2.68743 -1.21164
20 C 0.37301 2.59397 -1.65454
21 N -0.18099 3.79257 -1.46104
22 C -1.09029 4.82197 3.00956
23 C 2.71481 -0.09223 -2.34074
24 H -1.76619 -1.48153 2.42596
25 Cl -0.77849 -4.97963 -3.32914
26 C -0.87829 -0.87133 2.32416
27 C 4.09271 -2.62943 -0.42774
28 C -3.39089 -4.53543 -2.88204
29 H -0.00899 -1.41193 2.67926
30 H 1.38261 2.82827 0.83776
31 H 1.25001 5.11417 -0.73694
32 N 1.58321 -0.82023 -2.21094
33 H -3.60929 1.43277 -2.22264
34 C 1.95881 -1.88933 -1.52134
35 H 2.86911 -0.49233 0.82396
36 H 3.91451 -3.67903 -0.67534
37 C 1.19581 1.90047 3.28816
38 H 1.27881 2.24197 -1.20394
39 H 4.45891 -3.87673 4.03566
40 C -5.41259 -1.42623 -2.27204
41 H -1.43449 6.02727 1.27746
42 H -0.99009 0.07387 2.84016
43 H -5.94109 0.62907 -1.99174
44 N 3.26121 -1.79373 -1.25034
45 Cl -6.02309 -4.45463 -2.44134
46 H -6.41799 -1.80763 -2.17774
47 O -1.77419 0.24007 0.06856
48 O -0.63359 -1.88183 -0.09044
49 C -1.90659 -2.57963 -2.97844
50 C -4.48749 -3.73123 -2.63374
51 H -3.51029 -5.60643 -2.95154
52 C -0.41099 3.74837 3.55056
53 H -2.10699 2.54107 -3.58334
54 C -1.35799 2.76477 -2.85294
55 C -3.83589 0.37817 -2.30504
56 N -1.26769 3.90427 -2.22284
57 C 2.33091 0.11677 3.33486
58 C 3.05341 -1.04543 2.87116
59 H -0.42499 5.71477 -0.82744
60 C 3.49601 -1.99213 3.79226
61 S -0.64479 -0.57113 0.57336
62 C -3.06399 -1.75643 -2.66724
63 C 0.48971 3.04157 2.75516
64 C -0.89489 5.18497 1.68486
65 C 0.20011 4.85847 -0.56514
66 H 4.77591 -4.24513 1.63126
67 H 2.77681 0.84037 -2.86564
68 C 4.11711 -3.13613 3.33216
69 H -1.78379 5.37837 3.61956
70 H 5.12911 -2.38083 -0.67984
71 N 1.16021 1.44547 4.50996

Its multiplicity is 5. The value obtained for the HOMO energy (spin up / spin down) is -10.560 / -10.561 eV. As for the LUMO energy (spin up / spin down): -3.583 / -5.623 eV. The total charge is +1. Its HOMO-LUMO gap (spin up / spin down) is 7.0 / 4.9 eV.

Here is a structure of composition C24H30FN3O4S from the Open Molecules 2025 dataset. Energies are from wB97M-V/def2-TZVPD.

Geometry (Å):
1 H -1.30108 3.67373 0.45269
2 H -3.40760 1.06330 3.99132
3 C 5.36696 -3.02990 -3.31343
4 C 0.75029 -1.68406 -1.46188
5 H -2.58887 -2.75582 2.63803
6 O -3.44437 4.05669 0.21393
7 C 4.27296 -2.86985 -4.10276
8 N -2.29536 1.61131 1.65517
9 S 1.45234 -0.36568 -5.15055
10 H 0.77009 -2.44291 -3.38732
11 O 1.01613 -1.47800 1.46798
12 C -2.75633 -1.89190 4.52048
13 C 0.57185 -0.52444 0.85711
14 C -1.97908 0.52202 2.61169
15 H 0.04574 -0.23601 3.05885
16 C 5.83461 -2.09068 -2.70802
17 C 5.49429 -0.84074 -3.18841
18 H 4.20034 0.56092 -4.17791
19 C -2.15816 -0.29277 5.10131
20 C -2.51399 0.99411 3.98228
21 H -1.14494 3.28638 2.66617
22 C -3.61538 1.71406 1.05186
23 C -2.00557 3.99380 1.10117
24 C 4.41683 -0.70678 -4.03545
25 N 2.66607 -1.79063 -5.38513
26 C 1.08631 -1.70129 -2.82989
27 C -1.93782 3.14124 2.17557
28 H -2.83886 2.30790 -0.90464
29 H -2.00573 4.97870 1.30785
30 H -2.45619 -2.50045 5.09218
31 C 1.33007 -0.28165 -3.39027
32 H -1.01585 -0.28759 5.18514
33 H 6.04955 0.05444 -2.75037
34 C -1.94631 -1.82984 3.13428
35 C -2.38046 -0.77347 2.24579
36 H 5.64900 -4.16998 -3.15715
37 H 0.35021 -2.59778 -0.95095
38 C -0.55662 0.61027 2.50372
39 H -0.39162 1.23785 0.68774
40 H -4.41878 2.75955 -0.53601
41 H -1.10085 -1.99193 3.02383
42 H -2.22313 -1.04284 1.13111
43 H 2.18859 -2.52574 -5.75724
44 H -2.79612 3.45047 2.86606
45 O 2.04153 0.97648 -5.56775
46 H -3.62893 0.55117 0.69816
47 C 1.78372 0.75451 -2.71120
48 H -1.98754 1.65495 4.60256
49 H 1.45967 1.67429 -0.88875
50 F 3.81447 -4.05226 -4.50435
51 H 1.86427 1.46086 -3.30950
52 H 6.92630 -2.12728 -2.22788
53 C 3.94448 -1.82846 -4.61369
54 C 1.35690 0.69909 -1.44693
55 C 1.08683 -0.34124 -0.63626
56 H -2.54305 -0.18980 6.06584
57 H -3.73647 -1.57173 4.52033
58 N 0.03752 0.50393 1.44328
59 H 0.16757 1.62529 3.05466
60 H -4.17177 1.92995 1.76263
61 C -3.52777 2.52400 -0.15235
62 O 0.35534 -0.78218 -5.90688
63 H -3.47624 -0.77557 2.28215

The value obtained for the HOMO energy is -9.079 eV. As for the LUMO energy: -0.528 eV. The value obtained for the energy relative to the best compared isomer or geometry (same formula, charge and spin) is 541.04 kcal/mol. Its HOMO-LUMO gap is 8.6 eV.